(1)
ORCA calculation (ωB97M-V with the def2-TZVPD basis set) on a cluster of 4 separate species, C27H61N2O11PS in total at a distorted geometry.

Each line ends with the Löwdin charge.
Cartesian coordinates (Å):
C1 -3.25915 2.68357 0.76297  -0.06
C2 -1.84101 3.15229 0.49995  -0.33
O1 -1.89073 4.27314 -0.34842  -0.21
C3 -0.68878 4.59460 -1.02145  -0.41
P1 0.92697 4.46013 -0.00751  0.81
C4 2.44691 4.22405 1.10621  -0.41
C5 3.36993 5.43619 1.09885  -0.28
C6 4.67666 5.16493 1.89917  -0.24
C7 5.88312 4.88050 0.98866  -0.46
S1 6.88694 3.40757 1.32200  1.00
C8 5.98189 1.98107 0.98137  -0.72
N1 6.09357 0.93346 1.65305  0.04
N2 5.30437 -0.02483 1.11859  0.07
C9 4.72904 0.51497 0.13414  -0.20
O2 5.12592 1.76543 -0.03224  0.05
H1 -3.94280 3.50777 0.61394  0.08
H2 -3.35470 2.28521 1.75631  0.07
H3 -3.50336 1.93020 0.03101  0.07
H4 -1.26966 2.31572 0.10407  0.11
H5 -1.43069 3.44910 1.46249  0.10
H6 -0.60642 3.92817 -1.88548  0.06
H7 -0.77470 5.61539 -1.38191  0.08
H8 0.97035 3.05045 -0.29762  0.01
H9 1.64075 5.29407 -0.91163  0.03
H10 0.20605 5.00561 1.11318  0.03
H11 3.01353 3.39758 0.68685  0.05
H12 2.19210 3.93965 2.12262  0.08
H13 2.85843 6.27925 1.53950  0.10
H14 3.65136 5.65622 0.07755  0.08
H15 4.87195 6.05026 2.49218  0.10
H16 4.47667 4.36295 2.58982  0.09
H17 6.57009 5.69697 1.13453  0.07
H18 5.57909 4.88214 -0.04810  0.07
H19 4.02424 0.07211 -0.52221  0.13
C10 -0.67880 3.57436 -9.04145  -0.11
O3 -0.73282 3.16177 -7.69581  -0.20
C11 -1.95518 2.51469 -7.38843  -0.21
C12 -1.83927 1.75051 -6.08972  -0.18
O4 -1.22145 0.47855 -6.23006  -0.13
C13 0.18518 0.47547 -6.42503  -0.18
C14 0.96881 0.78745 -5.17106  -0.20
O5 1.02211 2.18662 -4.95177  -0.19
C15 1.39455 2.49813 -3.63269  -0.13
H20 -1.49496 4.26833 -9.27415  0.09
H21 0.27090 4.08170 -9.19643  0.09
H22 -0.72632 2.70970 -9.71400  0.09
H23 -2.22750 1.82247 -8.19445  0.13
H24 -2.73554 3.28242 -7.29010  0.13
H25 -2.85075 1.53600 -5.73948  0.13
H26 -1.34594 2.34742 -5.32048  0.12
H27 0.47235 1.13221 -7.24807  0.12
H28 0.42649 -0.54715 -6.72185  0.13
H29 1.99890 0.42001 -5.28404  0.13
H30 0.49868 0.28779 -4.31474  0.13
H31 0.64469 2.12433 -2.92414  0.07
H32 1.44480 3.58175 -3.54245  0.08
H33 2.37948 2.07633 -3.39137  0.09
C16 -6.70593 -5.85885 1.48208  -0.11
O6 -5.60496 -5.36517 0.75590  -0.20
C17 -5.48265 -3.95825 0.86992  -0.21
C18 -4.11077 -3.50671 0.42594  -0.18
O7 -3.11189 -3.65738 1.42503  -0.13
C19 -2.65726 -4.97825 1.67552  -0.18
C20 -1.74541 -5.51195 0.59452  -0.21
O8 -2.50124 -6.00003 -0.49841  -0.20
C21 -1.71612 -6.14928 -1.65891  -0.11
H34 -7.64279 -5.40990 1.13173  0.09
H35 -6.75094 -6.93482 1.32829  0.09
H36 -6.58166 -5.66442 2.55407  0.09
H37 -5.64805 -3.64915 1.90927  0.13
H38 -6.24388 -3.49359 0.22749  0.13
H39 -4.16079 -2.43232 0.23585  0.13
H40 -3.81435 -3.99134 -0.50609  0.12
H41 -3.49281 -5.65292 1.87006  0.13
H42 -2.07603 -4.90663 2.59622  0.10
H43 -1.15179 -6.34525 0.99800  0.13
H44 -1.06941 -4.71433 0.26076  0.13
H45 -1.32628 -5.17968 -1.99114  0.09
H46 -2.35166 -6.55474 -2.44303  0.09
H47 -0.88310 -6.84065 -1.48437  0.09
C22 3.45440 -0.61621 3.82269  -0.12
O9 2.45992 -1.23655 4.61195  -0.20
C23 1.49153 -0.33787 5.10319  -0.21
C24 0.29693 -1.11349 5.61214  -0.18
O10 -0.59422 -1.53889 4.59041  -0.12
C25 -0.13623 -2.62941 3.79580  -0.17
C26 -0.18639 -3.95896 4.51554  -0.21
O11 0.94592 -4.10936 5.35235  -0.20
C27 0.76368 -5.12558 6.30978  -0.11
H48 4.00585 0.13551 4.39945  0.09
H49 4.14641 -1.38608 3.49347  0.08
H50 3.00807 -0.15072 2.93525  0.07
H51 1.17828 0.34982 4.30575  0.13
H52 1.92773 0.24077 5.93034  0.13
H53 -0.28904 -0.44486 6.24622  0.13
H54 0.60947 -1.95873 6.22744  0.12
H55 0.85946 -2.43335 3.39291  0.12
H56 -0.82855 -2.67955 2.95203  0.12
H57 -0.17465 -4.77517 3.77850  0.12
H58 -1.10784 -4.02056 5.10851  0.13
H59 -0.06199 -4.87675 6.98729  0.09
H60 1.67903 -5.20475 6.89221  0.09
H61 0.56563 -6.09041 5.82739  0.09

Forces on atoms 1 to 2 (eV/Å):
C 0.25 0.11 -0.71
C -0.58 0.04 0.76

Properties
E_tot (hartree): -2741.68908
SMILES: CCOC[PH3]CCCCSc1nnco1.COCCOCCOC.COCCOCCOC.COCCOCCOC
HOMO-LUMO gap (eV): 8.49
M (Da): 652.83
2S+1: 1

(2)
ORCA calculation (ωB97M-V with the def2-TZVPD basis set) on a structure of composition C22H29CrN7O10S5.

Each line ends with the Löwdin spin population.
Cartesian coordinates (Å):
Cr1 0.43739 0.13888 0.06077  1.03
S1 0.57791 -0.80998 -2.10963  -0.04
C1 1.08433 0.73042 -2.70466  0.00
S2 1.46779 1.75940 -1.39406  -0.02
C2 1.11713 1.05588 -4.04327  0.00
C3 1.53220 2.34226 -4.48738  0.00
N1 1.86362 3.38149 -4.85801  0.00
C4 0.68863 0.12278 -5.02860  0.00
N2 0.32794 -0.62379 -5.82948  0.00
O1 2.61347 -1.25551 3.22666  0.00
S3 1.85853 -0.16106 2.57608  0.00
O2 -1.08541 -1.56813 4.66771  0.00
O3 2.06911 -0.28542 1.01957  0.01
C5 2.84077 1.32751 2.86955  0.00
C6 4.17927 1.21863 3.19500  0.00
C7 4.92046 2.36720 3.43934  0.00
C8 4.31877 3.61395 3.36343  0.00
C9 2.97037 3.72257 3.04714  0.00
C10 2.23315 2.57622 2.80747  0.00
S4 0.49523 2.72424 2.44309  0.00
O4 -0.22293 2.24260 3.60106  0.00
O5 0.23840 4.08662 2.06195  0.00
O6 0.32625 1.80477 1.27869  0.02
H1 4.62020 0.23175 3.25745  0.00
H2 5.97086 2.28805 3.68999  0.00
H3 4.90103 4.50672 3.55169  0.00
H4 2.48191 4.68377 2.96960  0.00
N3 -1.38025 -0.83856 3.45813  0.00
C11 -2.81792 -0.88677 3.25356  0.00
C12 -3.10508 -0.50017 1.80783  0.00
C13 -2.98694 0.99127 1.49186  0.00
C14 -2.90375 1.23991 -0.01261  0.00
N4 -1.52389 1.16458 -0.56779  0.00
H5 -0.14826 -1.79742 4.55943  0.00
H6 -1.10038 0.12078 3.66419  0.00
H7 -3.37357 -0.24455 3.95132  0.00
H8 -3.12635 -1.91731 3.44074  0.00
H9 -4.10674 -0.84143 1.52122  0.00
H10 -2.38157 -1.04019 1.19865  0.00
H11 -2.12009 1.42891 1.98038  0.00
H12 -3.86017 1.51425 1.89158  0.00
H13 -3.31766 2.22225 -0.25745  0.00
H14 -3.52217 0.49842 -0.52788  0.00
H15 -1.04573 2.02325 -0.29824  0.00
H16 -1.57684 1.20683 -1.58379  0.00
C15 -6.13425 -5.12753 -0.90339  0.00
C16 -5.92139 -5.79659 0.44259  0.00
S5 -4.26981 -6.44883 0.64221  0.00
O7 -4.23903 -7.17430 1.88219  0.00
O8 -3.89368 -7.09967 -0.58814  0.00
C17 -3.24625 -4.97113 0.81898  0.00
C18 -2.06858 -4.98558 -0.15231  0.00
N5 -1.09233 -3.97040 0.23200  0.00
C19 -1.19568 -2.66495 -0.09449  0.00
N6 -0.23629 -1.94471 0.48655  0.01
C20 0.51899 -2.81668 1.22007  0.00
C21 -0.00157 -4.06376 1.07687  0.00
N7 0.48239 -5.27108 1.66763  0.00
O9 -0.15847 -6.29792 1.48550  0.00
O10 1.45194 -5.17510 2.38661  0.00
C22 -2.27797 -2.15727 -0.98024  0.00
H17 -7.18353 -4.86267 -1.02665  0.00
H18 -5.84520 -5.79834 -1.70958  0.00
H19 -5.54946 -4.21124 -0.99492  0.00
H20 -6.56003 -6.67031 0.58032  0.00
H21 -6.08118 -5.12407 1.28585  0.00
H22 -2.90229 -4.96377 1.85274  0.00
H23 -3.89599 -4.11214 0.65601  0.00
H24 -2.39121 -4.76653 -1.16792  0.00
H25 -1.59266 -5.95877 -0.15132  0.00
H26 1.37876 -2.52785 1.80121  0.00
H27 -2.27550 -2.68596 -1.93300  0.00
H28 -2.10394 -1.10787 -1.18517  0.00
H29 -3.25687 -2.27190 -0.50974  0.00

Forces on atoms 1 to 2 (eV/Å):
Cr -0.10 0.19 -0.07
S -0.20 0.05 0.24

Properties
⟨S²⟩: 0.77
Total charge: -1
Relative energy (zero: lowest compared OMol25 entry of this formula, charge and spin) (kJ/mol): 289.4
E_tot (hartree): -5026.80060
HOMO-LUMO gap (alpha / beta) (eV): 6.73 / 6.63
M (Da): 763.84
2S+1: 2

(3)
ORCA calculation (ωB97M-V with the def2-TZVPD basis set) on a cluster of 2 separate species, C31H31NO5 in total at a distorted geometry.

Each line ends with the natural charge from an NBO analysis.
Cartesian coordinates (Å):
C1 -4.78473 -0.89519 -2.78946  -0.25
O1 -3.94402 0.20792 -2.38728  -0.54
C2 -2.59750 0.13542 -2.62725  0.26
C3 -1.84093 1.33750 -2.56616  -0.30
C4 -0.46984 1.29041 -2.50676  -0.25
C5 0.23447 0.03887 -2.57844  0.06
C6 1.67403 -0.04228 -2.59702  -0.53
C7 2.32423 -1.30990 -3.00921  0.76
O2 1.81203 -2.34792 -3.40613  -0.65
O3 3.70624 -1.30734 -3.05700  -0.53
C8 4.35802 -0.16504 -2.50356  0.52
C9 4.25828 -0.16067 -0.99154  -0.67
C10 5.82635 -0.27469 -2.92767  -0.62
O4 3.81928 1.02432 -3.05766  -0.54
C11 2.44078 1.15547 -3.03448  0.76
O5 2.00774 2.20299 -3.47797  -0.65
C12 -0.55622 -1.13911 -2.71816  -0.24
C13 -1.93274 -1.10233 -2.81860  -0.30
H1 -5.79173 -0.48361 -2.75292  0.19
H2 -4.56269 -1.23121 -3.80218  0.19
H3 -4.72295 -1.72900 -2.09031  0.17
H4 -2.37132 2.30128 -2.54992  0.20
H5 0.12166 2.21713 -2.52246  0.24
H6 3.22333 -0.11300 -0.63716  0.23
H7 4.72840 -1.06648 -0.59816  0.21
H8 4.80812 0.69980 -0.60060  0.21
H9 5.88232 -0.31267 -4.01881  0.23
H10 6.40131 0.57889 -2.56446  0.21
H11 6.26783 -1.18633 -2.51688  0.21
H12 -0.05926 -2.09783 -2.86193  0.26
H13 -2.51920 -2.00912 -2.97448  0.21
C14 -1.28311 3.86247 1.32763  -0.69
C15 -1.67005 2.44372 1.26514  0.38
N1 -2.91144 2.07530 0.85624  -0.28
C16 -3.84423 2.97396 0.22114  -0.42
C17 -3.07430 0.69753 1.01684  0.12
C18 -1.85164 0.17530 1.50259  0.00
C19 -1.70951 -1.20260 1.60046  -0.19
C20 -2.79311 -2.00631 1.21751  -0.20
C21 -3.97987 -1.45942 0.70535  -0.19
C22 -4.14957 -0.07635 0.60793  -0.20
C23 -0.91070 1.28672 1.62101  -0.19
C24 0.46095 1.22038 1.93866  0.04
C25 1.03267 0.23482 2.82825  -0.08
C26 0.29941 -0.48758 3.82904  -0.15
C27 0.88691 -1.54393 4.52667  -0.24
C28 2.19168 -1.96833 4.22908  0.07
C29 2.74858 -3.23052 4.82478  -0.65
C30 2.97007 -1.16136 3.38022  -0.24
C31 2.41815 -0.06271 2.73871  -0.13
H14 -0.32994 3.86765 1.86904  0.24
H15 -1.12928 4.32743 0.33879  0.27
H16 -2.01420 4.47664 1.88092  0.25
H17 -4.68663 2.40892 -0.17273  0.24
H18 -4.21084 3.71399 0.93554  0.21
H19 -3.35597 3.49558 -0.60785  0.23
H20 -0.76686 -1.62009 1.94953  0.23
H21 -2.71465 -3.08341 1.32749  0.22
H22 -4.78778 -2.11653 0.37694  0.22
H23 -5.05897 0.39892 0.25564  0.23
H24 1.12111 2.00078 1.53434  0.23
H25 -0.71659 -0.17800 4.07080  0.23
H26 0.31019 -2.09244 5.27635  0.23
H27 3.79730 -3.35265 4.53676  0.22
H28 2.70181 -3.23647 5.92182  0.23
H29 2.20999 -4.12572 4.48261  0.24
H30 4.00811 -1.45563 3.20497  0.23
H31 3.05104 0.58366 2.12642  0.23

Forces on atoms 1 to 2 (eV/Å):
C 0.38 0.99 0.27
O -0.99 -0.13 -0.55

Properties
Relative energy (zero: lowest compared OMol25 entry of this formula, charge and spin) (kJ/mol): 107.2
E_tot (hartree): -1630.77383
HOMO-LUMO gap (eV): 2.89
M (Da): 497.59
2S+1: 1

(4)
ORCA calculation (ωB97M-V with the def2-TZVPD basis set) on a structure of composition C13H17N3O5 at a distorted geometry.

Each line ends with the natural charge from an NBO analysis.
Cartesian coordinates (Å):
C1 3.07073 -0.28312 0.34509  -0.14
C2 1.59725 -0.06037 0.17127  0.65
C3 3.98030 -0.33718 -0.94377  -0.50
C4 5.50335 -0.00720 -0.64968  0.63
C5 -0.50798 1.00182 -0.19483  -0.16
C6 -0.76367 2.46965 -0.39456  0.79
C7 -1.45518 0.70679 1.09633  -0.43
C8 -2.77881 0.17318 0.62894  -0.06
C9 -3.99451 0.71127 0.90311  -0.23
C10 -2.64388 -1.05295 -0.18854  -0.21
C11 -5.15327 0.23812 0.39267  -0.29
C12 -3.82631 -1.45450 -0.73648  -0.24
C13 -5.23474 -0.85705 -0.41789  0.32
H1 3.18339 -1.55280 1.92614  0.35
H2 2.73478 -2.32299 0.57646  0.39
H3 3.49103 0.50478 0.95519  0.21
H4 3.65879 -1.37199 -1.50278  0.24
H5 3.44544 0.29303 -1.69323  0.23
H6 5.64421 -1.53396 0.37222  0.39
H7 7.20377 -0.63981 0.03691  0.39
H8 1.29913 1.90308 0.10750  0.43
H9 -0.59885 0.38924 -1.16127  0.27
H10 -1.41014 1.48790 1.93241  0.25
H11 -0.88849 -0.04821 1.64566  0.24
H12 -4.08118 1.52253 1.58468  0.23
H13 -1.68019 -1.59561 -0.36771  0.26
H14 -6.14738 0.76488 0.54314  0.23
H15 -3.92283 -2.33226 -1.18856  0.18
H16 -5.99070 -2.28029 -1.41098  0.48
H17 -2.77499 2.06632 -0.58929  0.51
N1 3.40281 -1.66560 0.85708  -0.82
N2 6.11742 -0.34737 0.56369  -0.80
N3 0.83994 1.02469 0.27902  -0.61
O1 1.08996 -1.16386 -0.06789  -0.67
O2 5.96653 0.80891 -1.37129  -0.56
O3 -0.00389 3.43430 -0.20430  -0.58
O4 -6.27622 -1.33943 -1.19441  -0.66
O5 -2.09562 2.74603 -0.64005  -0.71

Forces on atoms 1 to 2 (eV/Å):
C 2.80 -0.69 -0.73
C -0.07 -4.11 -0.88

Properties
Relative energy (zero: lowest compared OMol25 entry of this formula, charge and spin) (kJ/mol): 686.2
E_tot (hartree): -1045.88433
HOMO-LUMO gap (eV): 9.43
M (Da): 295.30
2S+1: 1

(5)
ORCA calculation (ωB97M-V with the def2-TZVPD basis set) on the molecule C4H9NOS at a distorted geometry.

Each line ends with the natural charge from an NBO analysis.
Cartesian coordinates (Å):
C1 -0.28906 -0.14112 -0.04198  -0.53
C2 0.09612 0.58711 -1.31014  -0.49
S1 0.02641 -0.65479 -2.65302  -0.07
C3 0.16203 0.63721 1.18193  0.69
N1 -0.20172 0.09393 2.37717  -0.62
C4 -0.42779 -1.32464 2.58264  -0.42
O1 0.72877 1.70683 1.09056  -0.61
H1 -1.36151 -0.22697 0.08811  0.23
H2 0.09584 -1.16562 -0.00117  0.23
H3 -0.65489 1.32148 -1.54416  0.22
H4 1.08554 0.99554 -1.20378  0.24
H5 0.11830 0.16741 -3.70626  0.13
H6 0.11550 0.57971 3.20024  0.40
H7 0.22772 -1.94687 1.96973  0.20
H8 -0.12358 -1.57302 3.58524  0.21
H9 -1.45020 -1.67907 2.45683  0.20

Forces on atoms 1 to 2 (eV/Å):
C 0.19 0.04 0.62
C -0.43 -0.96 -0.41

Properties
Relative energy (zero: lowest compared OMol25 entry of this formula, charge and spin) (kJ/mol): 55.1
E_tot (hartree): -685.99795
SMILES: CNC(=O)CCS
HOMO-LUMO gap (eV): 9.82
M (Da): 119.19
2S+1: 1